Formula: C3O4Tl
Source: OMol25
Level of theory: the ωB97M-V functional and the def2-TZVPD basis

The value obtained for the highest occupied orbital energy (alpha / beta) is -9.6 / -9.6 eV. The gap between HOMO and LUMO (alpha / beta) is 0.2857 / 0.2301 Eh. The charge is 0. The largest force on an atom comes out at 8.44 eV Å⁻¹. The relative energy (zero: lowest compared OMol25 entry of this formula, charge and spin) is 81.83 kcal per mole. As for the spin multiplicity: 2.

Geometry (Å):
C (-0.0092, -1.8142, -1.4647)
C (-1.0534, -1.8281, -2.2776)
O (-1.1562, -1.9404, -3.5936)
O (-2.1193, -0.5502, -1.9193)
Tl (-3.1212, -1.9013, -3.3011)
O (-1.4614, 1.8966, -0.5525)
C (-1.1879, 0.7718, -0.4919)
O (0.0739, -0.1301, -0.1261)